Entry 1:
DFT (wB97M-V/def2-TZVPD) results for a cluster of 2 separate species, H4O2 in total.

XYZ file:
```
6
Properties=species:S:1:pos:R:3:lowdin_charge:R:1
O -1.54 -0.05 -0.11 -0.09
H -1.36 -0.40 0.77 0.04
H -1.39 0.90 0.25 0.09
O 1.59 -0.10 0.02 -0.13
H 0.63 -0.17 -0.31 0.03
H 1.78 0.88 0.00 0.06
```

The calculation puts the gap between HOMO and LUMO at 11.9 eV. For the energy relative to the best compared isomer or geometry (same formula, charge and spin), the calculation gives 9.1 kcal per mole. As for the net charge: 0. As for the SMILES: O.O. The lowest unoccupied orbital energy comes out at 0.560 eV. As for the largest force on an atom: 3.4 eV Å⁻¹. The total energy is -4159.5438 eV. The HOMO energy comes out at -11.3 eV.



Entry 2:
DFT (wB97M-V/def2-TZVPD) results for a cluster of 11 separate species, C35H95F3N7O16S in total.

XYZ file:
```
157
Properties=species:S:1:pos:R:3:lowdin_charge:R:1
C 1.02 -1.42 -0.13 -0.63
F 0.23 -2.07 -0.98 0.14
F 0.91 -1.96 1.08 0.13
F 2.31 -1.48 -0.46 0.13
S 0.40 0.39 -0.11 0.58
O 0.74 1.05 1.14 -0.33
O 1.08 1.10 -1.20 -0.32
O -1.04 0.32 -0.27 -0.31
C -0.17 -0.72 5.16 -0.24
C -0.33 -0.20 3.75 -0.25
O 0.07 1.18 3.75 -0.10
O -0.72 -2.00 5.31 -0.07
H -0.66 -0.02 5.85 0.12
H 0.88 -0.76 5.47 0.12
H -1.32 -0.37 3.32 0.08
H 0.36 -0.69 3.06 0.10
H 0.42 1.33 2.85 0.03
H -1.67 -1.97 5.46 0.06
C -1.77 0.06 -4.88 -0.24
C -1.24 0.61 -3.56 -0.25
O 0.13 0.93 -3.76 -0.09
O -1.84 1.02 -5.92 -0.06
H -2.75 -0.35 -4.62 0.11
H -1.25 -0.84 -5.23 0.12
H -1.37 -0.20 -2.84 0.10
H -1.78 1.48 -3.18 0.10
H 0.55 0.96 -2.87 0.03
H -0.99 1.47 -5.98 0.08
C -0.33 4.23 1.55 -0.23
C 1.17 4.31 2.07 -0.23
O 2.06 3.57 1.27 -0.07
O -1.22 4.61 2.59 -0.09
H -0.56 3.24 1.15 0.08
H -0.54 4.86 0.68 0.10
H 1.16 3.92 3.10 0.11
H 1.52 5.33 2.17 0.11
H 1.73 2.67 1.43 0.03
H -1.90 3.93 2.68 0.04
C -4.73 2.36 2.50 -0.05
C -3.59 1.55 1.90 -0.38
C -3.44 1.91 0.41 -0.17
O -4.71 1.79 -0.22 -0.22
C -4.62 2.25 -1.57 -0.09
N -2.37 1.81 2.67 0.07
H -5.77 2.02 2.48 0.05
H -4.68 3.40 2.18 0.09
H -4.53 2.43 3.57 0.07
H -3.74 0.46 1.95 0.11
H -2.59 1.32 0.03 0.08
H -3.20 2.96 0.20 0.13
H -5.37 1.79 -2.21 0.04
H -3.64 2.20 -2.03 0.09
H -4.90 3.30 -1.43 0.11
H -1.55 1.46 2.17 0.05
H -2.43 1.34 3.56 0.08
C -5.56 -0.10 -2.40 -0.09
C -5.11 -0.69 -1.06 -0.38
C -6.16 -1.60 -0.40 -0.15
O -6.21 -1.41 1.02 -0.23
C -6.92 -0.29 1.48 -0.09
N -3.82 -1.37 -1.18 0.08
H -5.77 -0.76 -3.25 0.08
H -4.89 0.69 -2.74 0.03
H -6.50 0.46 -2.30 0.09
H -4.88 0.22 -0.50 0.08
H -6.13 -2.66 -0.66 0.13
H -7.10 -1.26 -0.86 0.11
H -6.37 0.66 1.37 0.05
H -7.12 -0.36 2.55 0.09
H -7.89 -0.27 0.97 0.09
H -3.05 -0.71 -1.15 0.04
H -3.60 -2.06 -0.48 0.04
C 6.10 -3.82 -1.60 -0.05
C 5.86 -5.02 -2.56 -0.42
C 4.56 -5.09 -3.38 -0.20
O 3.35 -5.13 -2.65 -0.16
C 2.39 -4.11 -2.91 -0.10
N 7.02 -5.02 -3.45 0.02
H 6.03 -2.92 -2.22 0.05
H 7.13 -3.91 -1.27 0.07
H 5.39 -3.73 -0.78 0.07
H 5.98 -5.87 -1.87 0.13
H 4.49 -5.97 -4.02 0.12
H 4.62 -4.22 -4.04 0.12
H 2.68 -3.45 -3.73 0.09
H 2.04 -3.53 -2.05 0.06
H 1.39 -4.49 -3.15 0.08
H 7.79 -5.64 -3.24 0.07
H 6.70 -5.34 -4.36 0.06
C -0.52 5.70 -4.09 -0.08
C -0.55 5.09 -2.70 -0.42
C -1.88 4.55 -2.20 -0.19
O -2.88 5.52 -1.80 -0.20
C -3.46 6.31 -2.81 -0.13
N 0.32 3.93 -2.76 0.06
H 0.47 5.92 -4.49 0.08
H -1.02 6.67 -4.10 0.06
H -0.97 5.14 -4.92 0.08
H -0.14 5.85 -2.03 0.14
H -1.79 4.01 -1.26 0.10
H -2.36 3.86 -2.90 0.11
H -4.44 6.64 -2.46 0.08
H -3.54 5.78 -3.76 0.09
H -2.83 7.18 -3.01 0.07
H 0.03 3.34 -3.54 0.06
H 0.22 3.30 -1.97 0.05
C 4.96 -0.05 -2.68 -0.07
C 5.07 1.21 -1.82 -0.44
C 6.38 1.96 -2.25 -0.17
O 6.05 3.00 -3.19 -0.18
C 7.20 3.56 -3.77 -0.13
N 3.93 2.07 -1.74 0.07
H 5.82 -0.72 -2.65 0.05
H 4.74 0.23 -3.71 0.08
H 4.08 -0.60 -2.33 0.06
H 5.24 0.88 -0.79 0.13
H 7.03 1.26 -2.76 0.10
H 6.92 2.32 -1.36 0.12
H 8.15 3.03 -3.64 0.08
H 7.38 4.60 -3.47 0.08
H 7.00 3.59 -4.85 0.08
H 3.83 2.50 -2.66 0.08
H 3.07 1.53 -1.65 0.04
C -2.69 -2.41 2.02 -0.05
C -3.77 -3.10 2.87 -0.39
C -4.47 -2.04 3.73 -0.19
O -3.78 -1.63 4.91 -0.20
C -4.58 -0.86 5.78 -0.11
N -4.70 -3.71 1.93 0.05
H -1.75 -2.14 2.51 0.06
H -3.13 -1.53 1.54 0.06
H -2.33 -3.09 1.25 0.08
H -3.30 -3.86 3.50 0.14
H -5.41 -2.50 4.06 0.12
H -4.72 -1.12 3.20 0.10
H -5.56 -1.35 5.86 0.08
H -4.84 0.13 5.40 0.08
H -4.09 -0.65 6.72 0.09
H -5.35 -4.29 2.44 0.07
H -5.21 -2.95 1.47 0.04
C 6.93 -4.17 3.23 -0.06
C 5.90 -3.35 4.04 -0.41
C 4.53 -3.07 3.36 -0.20
O 3.86 -4.28 3.08 -0.20
C 2.64 -4.11 2.36 -0.08
N 5.56 -4.08 5.28 0.01
H 6.97 -3.85 2.19 0.07
H 6.72 -5.24 3.32 0.07
H 7.88 -4.04 3.74 0.07
H 6.27 -2.41 4.46 0.13
H 4.74 -2.53 2.44 0.12
H 4.00 -2.44 4.07 0.12
H 2.77 -3.30 1.65 0.06
H 1.83 -3.87 3.05 0.09
H 2.33 -5.02 1.85 0.09
H 6.36 -4.53 5.70 0.06
H 4.96 -4.83 4.93 0.06
```

The calculation puts the gap between HOMO and LUMO at 8.5 eV. For the energy relative to the best compared isomer or geometry (same formula, charge and spin), the calculation gives 72.3 kcal per mole. As for the net charge: -1. The lowest unoccupied orbital energy comes out at 2.286 eV. As for the largest force on an atom: 3.3 eV Å⁻¹. The total energy is -100008.3885 eV. The HOMO energy comes out at -6.2 eV.



Entry 3:
DFT (wB97M-V/def2-TZVPD) results for a structure of composition C37H31BNO3PSiV.

XYZ file:
```
76
Properties=species:S:1:pos:R:3:mulliken_spin:R:1
V -0.56 1.58 -1.12 2.38
O -2.18 3.63 -0.79 0.01
N -2.24 2.34 -0.24 0.02
C -3.04 2.18 0.73 0.06
C -3.21 0.94 1.48 0.01
C -4.22 0.99 2.44 0.01
C -4.52 -0.11 3.22 0.00
C -3.80 -1.28 3.04 0.01
C -2.79 -1.34 2.09 0.00
C -2.46 -0.24 1.30 -0.01
P -1.12 -0.46 0.06 -0.09
C -1.72 -1.94 -0.81 -0.04
C -1.34 -3.23 -0.46 -0.01
C -1.83 -4.32 -1.15 0.00
C -2.72 -4.14 -2.20 0.00
C -3.13 -2.86 -2.56 0.00
C -2.62 -1.76 -1.87 0.00
C 0.29 -1.06 1.05 0.00
C 0.39 -0.81 2.42 0.01
C 1.54 -1.16 3.12 0.00
C 2.60 -1.76 2.45 0.00
C 2.51 -2.01 1.09 0.00
C 1.37 -1.65 0.39 0.02
H -1.90 4.22 -0.07 0.00
H -3.65 3.03 1.03 0.00
H -4.79 1.90 2.57 0.00
H -5.31 -0.06 3.96 0.00
H -4.02 -2.16 3.64 0.00
H -2.24 -2.26 1.97 0.00
H -0.64 -3.39 0.35 0.00
H -1.52 -5.32 -0.88 0.00
H -3.11 -4.99 -2.74 0.00
H -3.82 -2.71 -3.37 0.00
H -2.93 -0.76 -2.16 0.01
H -0.41 -0.32 2.96 0.00
H 1.61 -0.94 4.17 0.00
H 3.50 -2.03 2.99 0.00
H 3.33 -2.48 0.56 0.00
H 1.32 -1.85 -0.67 -0.02
C 1.15 4.50 -2.34 0.01
C 0.13 4.20 -3.24 0.00
C -0.13 2.88 -3.60 0.03
C 0.65 1.82 -3.09 0.05
C 1.65 2.15 -2.14 0.02
C 1.90 3.48 -1.79 -0.03
Si -0.02 0.07 -3.07 -0.17
C 1.19 -1.32 -3.20 -0.02
C 2.58 -1.11 -3.19 0.00
C 3.45 -2.18 -3.16 0.01
C 2.97 -3.48 -3.16 -0.01
C 1.60 -3.71 -3.19 0.01
C 0.72 -2.64 -3.21 -0.01
H 1.34 5.53 -2.07 0.00
H -0.47 4.99 -3.67 0.00
H -0.93 2.67 -4.29 0.00
H 2.26 1.38 -1.68 -0.03
H 2.68 3.70 -1.08 0.00
H -1.11 -0.04 -4.07 -0.02
H 2.97 -0.10 -3.22 0.00
H 4.52 -2.00 -3.16 0.00
H 3.66 -4.32 -3.14 0.00
H 1.22 -4.72 -3.21 0.00
H -0.35 -2.83 -3.23 0.00
O -0.06 2.32 1.96 -0.03
B 0.53 1.92 0.75 -0.16
O 1.91 1.80 0.93 -0.02
C 2.16 2.05 2.26 -0.01
C 3.35 2.00 2.94 0.00
C 3.30 2.28 4.30 0.00
C 2.10 2.59 4.94 0.00
C 0.90 2.65 4.23 0.00
C 0.97 2.37 2.89 0.00
H 4.27 1.74 2.44 0.00
H 4.21 2.25 4.88 0.00
H 2.10 2.81 6.00 0.00
H -0.03 2.90 4.71 0.00
```

The calculation puts the gap between HOMO and LUMO (spin up / spin down) at 7.1 / 6.4 eV. For the energy relative to the best compared isomer or geometry (same formula, charge and spin), the calculation gives 1.4 kcal per mole. As for the net charge: +1. The lowest unoccupied orbital energy (spin up / spin down) comes out at -3.602 / -3.586 eV. As for the largest force on an atom: 0.3 eV Å⁻¹. Its spin multiplicity is 3. The total energy is -90029.7735 eV. The HOMO energy (spin up / spin down) comes out at -10.7 / -10.0 eV.



Entry 4:
DFT (wB97M-V/def2-TZVPD) results for a structure of composition AlBH4.

XYZ file:
```
6
Properties=species:S:1:pos:R:3:lowdin_charge:R:1
Al 7.37 8.91 -3.87 1.14
B 9.80 8.97 -7.16 0.24
H 10.50 8.79 -7.95 0.17
H 9.18 9.84 -7.35 0.15
H 9.18 8.09 -7.05 0.16
H 10.27 9.13 -6.20 0.14
```

The calculation puts the gap between HOMO and LUMO at 4.0 eV. For the energy relative to the best compared isomer or geometry (same formula, charge and spin), the calculation gives 63.8 kcal per mole. As for the net charge: +2. The lowest unoccupied orbital energy comes out at -17.718 eV. As for the largest force on an atom: 7.6 eV Å⁻¹. The total energy is -7307.0218 eV. The HOMO energy comes out at -21.7 eV.